# 1
{
  "formula": "C14H44O15",
  "method": "ωB97M-V with the def2-TZVPD basis set",
  "species": ["O", "H", "H", "C", "C", "O", "O", "H", "H", "H", "H", "H", "H", "C", "C", "O", "O", "H", "H", "H", "H", "H", "H", "C", "C", "O", "O", "H", "H", "H", "H", "H", "H", "C", "C", "O", "O", "H", "H", "H", "H", "H", "H", "C", "C", "O", "O", "H", "H", "H", "H", "H", "H", "C", "C", "O", "O", "H", "H", "H", "H", "H", "H", "C", "C", "O", "O", "H", "H", "H", "H", "H", "H"],
  "xyz": [[26.524, -4.904, -12.615], [27.414, -5.055, -12.933], [26.550, -4.023, -12.241], [27.163, -8.865, -15.707], [27.610, -7.628, -14.892], [27.260, -6.471, -15.630], [27.860, -9.084, -16.926], [26.133, -8.723, -16.032], [27.157, -9.760, -15.085], [28.699, -7.631, -14.843], [27.158, -7.626, -13.900], [27.894, -6.281, -16.326], [27.410, -9.743, -17.460], [24.022, -5.712, -10.308], [25.132, -4.952, -9.505], [25.295, -5.451, -8.131], [24.408, -7.085, -10.487], [23.624, -5.320, -11.244], [23.177, -5.769, -9.622], [25.056, -3.866, -9.444], [26.036, -5.209, -10.057], [25.997, -6.093, -8.256], [24.945, -7.075, -11.282], [28.693, -2.694, -15.425], [28.736, -1.229, -14.923], [29.968, -0.863, -14.395], [29.791, -3.044, -16.180], [27.785, -2.728, -16.026], [28.708, -3.434, -14.624], [27.933, -0.852, -14.290], [28.691, -0.620, -15.827], [30.599, -0.893, -15.118], [30.481, -3.360, -15.592], [30.821, -6.226, -13.731], [31.382, -5.944, -15.146], [30.392, -6.123, -16.150], [29.604, -5.484, -13.421], [31.555, -5.959, -12.971], [30.578, -7.287, -13.666], [32.282, -6.541, -15.297], [31.678, -4.906, -15.299], [30.909, -6.377, -16.918], [28.942, -5.794, -14.044], [22.815, -0.450, -12.821], [24.289, -0.603, -13.022], [24.743, -1.895, -12.552], [22.453, 0.510, -13.701], [22.501, -0.402, -11.779], [22.255, -1.353, -13.066], [24.762, -0.073, -12.195], [24.792, -0.174, -13.889], [24.601, -2.489, -13.293], [22.368, 0.084, -14.556], [28.731, -2.604, -11.411], [29.392, -3.729, -10.647], [29.733, -3.577, -9.283], [27.285, -2.700, -11.241], [28.922, -2.981, -12.416], [29.294, -1.672, -11.363], [30.362, -3.774, -11.142], [28.801, -4.639, -10.741], [28.909, -3.344, -8.849], [26.970, -1.798, -11.340], [23.014, -8.818, -13.064], [24.104, -8.243, -13.957], [24.135, -6.847, -13.736], [22.942, -10.142, -13.437], [22.101, -8.225, -13.125], [23.316, -8.766, -12.018], [23.962, -8.332, -15.034], [24.983, -8.887, -13.946], [25.049, -6.663, -13.962], [22.231, -10.635, -13.019]],
  "lowdin_charge": [-0.033, -0.001, -0.009, -0.238, -0.222, -0.061, -0.060, 0.106, 0.117, 0.094, 0.121, 0.082, 0.087, -0.211, -0.200, -0.080, -0.085, 0.112, 0.109, 0.111, 0.086, 0.068, 0.054, -0.251, -0.248, -0.066, -0.047, 0.125, 0.092, 0.116, 0.112, 0.085, 0.062, -0.168, -0.220, -0.062, -0.088, 0.124, 0.113, 0.124, 0.102, 0.100, 0.024, -0.303, -0.221, -0.084, -0.040, 0.133, 0.119, 0.115, 0.126, 0.081, 0.103, -0.188, -0.261, -0.052, -0.091, 0.082, 0.136, 0.119, 0.117, 0.081, 0.079, -0.261, -0.260, -0.050, -0.053, 0.127, 0.108, 0.114, 0.105, 0.048, 0.094],
  "smiles": "OCCO.OCCO.OCCO.OCCO.OCCO.OCCO.OCCO.O",
  "multiplicity": 1,
  "homo_lumo_gap_ha": 0.3579
}


# 2
{
  "formula": "C2H3ClF2O",
  "method": "ωB97M-V with the def2-TZVPD basis set",
  "species": ["C", "C", "O", "F", "F", "Cl", "H", "H", "H"],
  "xyz": [[-0.704, -1.261, -1.138], [0.806, 1.598, 1.331], [0.342, -1.147, -0.326], [-0.317, 1.481, 2.043], [1.333, 2.858, 1.313], [1.675, 0.239, 1.048], [-1.459, -0.361, -0.900], [-1.199, -2.248, -1.107], [-0.479, -1.158, -2.264]],
  "nbo_charge": [-0.225, 0.680, -0.751, -0.255, -0.266, 0.405, 0.118, 0.175, 0.119],
  "multiplicity": 1,
  "homo_lumo_gap_ha": [0.1860, 0.1876]
}


# 3
{
  "formula": "C3H11N2S",
  "method": "ωB97M-V with the def2-TZVPD basis set",
  "species": ["C", "C", "C", "N", "N", "S", "H", "H", "H", "H", "H", "H", "H", "H", "H", "H", "H"],
  "xyz": [[-1.946, 1.309, -0.778], [-0.932, -1.022, -0.228], [-1.229, 0.442, 0.170], [-0.786, 0.741, 1.348], [-0.070, -1.555, 0.862], [4.322, 0.237, -0.464], [-2.985, 1.478, -0.448], [-1.875, 0.759, -1.606], [-1.488, 2.293, -0.844], [-0.546, -1.201, -1.215], [-1.964, -1.384, -0.163], [-0.023, -0.096, 1.617], [-0.972, 1.632, 1.928], [0.799, -2.080, 0.408], [-0.485, -2.231, 1.451], [5.336, 1.237, -0.637], [4.845, -0.559, -1.401]],
  "nbo_charge": [-0.689, -0.303, 0.473, -0.675, -0.841, -0.340, 0.278, 0.235, 0.274, 0.254, 0.245, 0.470, 0.454, 0.420, 0.403, 0.186, 0.154],
  "multiplicity": 1,
  "charge": 1,
  "homo_lumo_gap_ha": 0.3075
}


In the order shown, the computed relative energy (zero: lowest compared OMol25 entry of this formula, charge and spin) values come out to 71.1, 148.2, 38.8 kcal/mol.